(1)
A single C5H7NO molecule, computed with wB97M-V/def2-TZVPD.

The geometry in XYZ format:
```
14
Properties=species:S:1:pos:R:3
C -0.14 1.37 -0.35
C 0.77 0.28 -0.96
O 1.54 -0.50 -0.03
C 0.36 -1.21 0.39
C -0.47 -0.30 1.29
N -1.12 0.36 0.11
C -0.44 -0.65 -0.79
H 0.20 2.03 0.46
H -0.56 1.99 -1.15
H 1.34 0.50 -1.87
H 0.54 -2.26 0.64
H -1.20 -0.78 1.95
H 0.16 0.38 1.88
H -0.98 -1.19 -1.57
```

Computed properties:
Maximum force (Eh/bohr): 0.008
Energy relative to the best compared isomer or geometry (same formula, charge and spin) (kcal/mol): 81.7
SMILES: C1[C@@H]2O[C@@H]3CN1[C@H]23
HOMO-LUMO gap (Eh): 0.362
M (g/mol): 97.117

Mulliken atomic charge list, values in e, 8 entries: number 1, C, carries -0.516; number 2, C, carries -0.107; number 3, O, carries -0.474; number 4, C, carries -0.087; number 5, C, carries -0.506; number 6, N, carries -0.507; number 7, C, carries -0.190; number 8, H, carries 0.308


(2)
A molecular structure, C5H7NO in a non-equilibrium geometry, computed with wB97M-V/def2-TZVPD.

The geometry in XYZ format:
```
14
Properties=species:S:1:pos:R:3
C 0.09 0.34 -1.80
N 0.95 -0.82 -1.57
C 0.07 -0.40 -0.52
C 0.46 0.16 0.85
C -0.91 0.45 1.44
C -0.87 -1.07 1.70
O 0.47 -1.07 1.64
H 0.53 1.34 -1.83
H -0.74 0.18 -2.49
H 1.92 -0.58 -1.41
H 1.34 0.81 0.98
H -1.65 0.97 0.84
H -0.90 0.82 2.47
H -0.76 -1.15 -0.29
```

Computed properties:
Maximum force (Eh/bohr): 0.029
Energy relative to the best compared isomer or geometry (same formula, charge and spin) (kcal/mol): 129.0
HOMO-LUMO gap (Eh): 0.352
M (g/mol): 97.117

Mulliken atomic charge list, values in e, 8 entries: number 1, C, carries -0.480; number 2, N, carries -0.595; number 3, C, carries -0.034; number 4, C, carries -0.039; number 5, C, carries -0.286; number 6, C, carries -0.427; number 7, O, carries -0.214; number 8, H, carries 0.254